Entry 1:
A cluster of 3 separate species, C40H25N3O7S3 in total at a distorted geometry, computed with ωB97M-V/def2-TZVPD.

The value obtained for the HOMO energy is -0.332 Eh. The value obtained for the total energy is -3424.82797 Eh. Its orbital gap is 7.8 eV.

Each line ends with the Mulliken charge.
Cartesian coordinates (Å):
O1 -2.217 -3.046 -1.149  -0.56
C1 -2.620 -2.022 -1.613  0.08
O2 -3.784 -1.391 -1.201  -0.18
C2 -3.890 -0.165 -1.785  0.76
O3 -4.748 0.635 -1.556  -0.52
C3 -2.740 -0.042 -2.760  0.32
N1 -2.595 1.114 -3.547  -0.30
C4 -2.481 0.979 -4.758  0.51
S1 -1.971 0.955 -6.217  -0.29
C5 -2.017 -1.141 -2.654  0.22
C6 -0.784 -1.544 -3.374  -0.83
C7 0.439 -1.450 -2.421  -1.30
C8 0.736 -0.017 -2.015  -0.66
S2 1.007 1.057 -3.458  -0.15
C9 0.542 2.640 -2.867  0.08
S3 -0.111 3.759 -3.812  -0.15
N2 0.777 2.869 -1.483  0.21
C10 -0.173 2.805 -0.521  -0.36
C11 0.502 3.066 0.618  -0.62
N3 1.796 3.308 0.358  -0.69
C12 1.958 3.185 -0.915  -0.09
H1 -0.625 -1.000 -4.292  0.41
H2 -0.869 -2.595 -3.644  0.42
H3 0.209 -2.057 -1.552  0.59
H4 1.268 -1.928 -2.938  0.33
H5 1.594 -0.006 -1.350  0.71
H6 -0.116 0.373 -1.471  0.52
H7 -1.202 2.569 -0.684  0.65
H8 0.048 3.079 1.587  0.49
H9 2.858 3.290 -1.483  0.44
C13 4.925 -3.969 0.400  -0.61
C14 6.261 -4.275 0.635  -0.45
C15 7.261 -3.489 0.089  -0.65
C16 6.930 -2.399 -0.705  0.40
C17 5.589 -2.105 -0.960  0.14
C18 4.589 -2.888 -0.396  -0.48
C19 5.214 -0.969 -1.845  0.33
O4 4.049 -0.707 -2.065  -0.58
C20 6.301 -0.163 -2.462  0.15
C21 5.971 0.866 -3.335  -0.50
C22 6.971 1.633 -3.907  -0.57
C23 8.305 1.381 -3.604  -0.46
C24 8.639 0.352 -2.740  -0.64
C25 7.641 -0.429 -2.173  0.36
C26 8.018 -1.552 -1.271  0.46
O5 9.180 -1.776 -1.007  -0.68
H10 4.145 -4.580 0.835  0.42
H11 6.521 -5.128 1.248  0.39
H12 8.300 -3.722 0.275  0.48
H13 3.551 -2.651 -0.584  0.59
H14 4.933 1.063 -3.566  0.62
H15 6.713 2.432 -4.590  0.42
H16 9.085 1.986 -4.048  0.39
H17 9.676 0.151 -2.507  0.48
C27 -6.602 -1.486 1.190  -0.32
C28 -7.467 -2.054 2.119  -0.61
C29 -7.524 -1.557 3.411  -0.63
C30 -6.708 -0.497 3.782  0.47
C31 -5.823 0.058 2.854  0.14
C32 -5.782 -0.433 1.556  -0.77
C33 -4.904 1.163 3.242  0.48
O6 -4.136 1.647 2.436  -0.70
C34 -4.943 1.653 4.648  0.12
C35 -4.057 2.646 5.046  -0.50
C36 -4.090 3.121 6.346  -0.50
C37 -5.015 2.613 7.252  -0.47
C38 -5.897 1.620 6.862  -0.55
C39 -5.859 1.130 5.563  0.19
C40 -6.792 0.038 5.169  0.56
O7 -7.597 -0.407 5.960  -0.67
H18 -6.564 -1.868 0.178  0.48
H19 -8.099 -2.884 1.834  0.39
H20 -8.200 -1.993 4.133  0.48
H21 -5.108 0.005 0.836  0.59
H22 -3.342 3.043 4.340  0.51
H23 -3.396 3.892 6.655  0.40
H24 -5.044 2.990 8.266  0.39
H25 -6.613 1.220 7.566  0.47


Entry 2:
A cluster of 16 separate species, C78H183N5O38S11 in total at a distorted geometry, computed with ωB97M-V/def2-TZVPD.

The value obtained for the HOMO energy is -0.282 Eh. The value obtained for the total energy is -10594.07385 Eh. Its orbital gap is 7.5 eV.

Each line ends with the Mulliken charge.
Cartesian coordinates (Å):
O1 22.285 9.337 15.437  -0.73
S1 21.787 10.109 16.610  1.14
O2 22.663 10.603 17.662  -0.01
O3 20.820 11.349 16.105  0.02
C1 19.902 11.158 15.060  -0.02
C2 19.852 12.492 14.305  -0.15
C3 20.483 9.159 17.450  -0.94
H1 18.904 10.981 15.462  -0.41
H2 20.224 10.359 14.393  0.81
H3 20.830 12.749 13.897  -0.73
H4 19.590 13.295 14.993  -0.37
H5 19.021 12.550 13.602  0.81
H6 19.958 9.830 18.130  -0.21
H7 21.061 8.390 17.962  0.61
H8 19.796 8.641 16.781  0.48
O4 18.040 9.757 26.878  -0.51
S2 16.636 9.523 26.500  1.02
O5 15.615 9.429 27.544  -0.66
O6 16.114 10.662 25.414  -0.45
C4 16.939 11.057 24.310  1.46
C5 16.441 10.591 22.936  -0.27
C6 16.403 8.116 25.462  -0.56
H9 18.017 10.979 24.447  -0.11
H10 16.902 12.140 24.428  -0.73
H11 16.630 9.532 22.758  -0.17
H12 16.542 11.260 22.082  -0.15
H13 15.351 10.603 22.922  0.51
H14 15.380 7.778 25.302  0.30
H15 16.944 7.344 26.009  0.41
H16 16.876 8.344 24.507  -0.12
O7 16.698 10.926 17.794  -0.39
S3 16.736 9.490 17.487  1.45
O8 17.035 8.982 16.148  -0.68
O9 17.648 8.617 18.597  -0.48
C7 17.590 8.856 19.961  0.32
C8 18.757 8.069 20.646  -0.57
C9 15.050 8.782 17.877  -1.02
H17 16.654 8.415 20.305  0.48
H18 17.613 9.900 20.275  -0.23
H19 18.781 8.306 21.710  0.09
H20 19.703 8.419 20.234  -0.26
H21 18.614 6.992 20.563  0.47
H22 14.884 7.764 17.525  0.38
H23 14.385 9.513 17.416  0.29
H24 14.748 8.831 18.923  0.28
O10 11.631 12.715 19.376  -0.58
S4 12.219 12.352 18.123  1.12
O11 12.337 10.927 17.668  -0.65
O12 11.604 13.323 16.900  -0.25
C10 10.659 12.753 15.993  -0.33
C11 10.947 13.569 14.740  -1.06
C12 13.986 12.943 18.055  -0.55
H25 9.663 12.959 16.385  0.28
H26 10.834 11.711 15.724  0.35
H27 11.959 13.518 14.337  0.15
H28 10.634 14.612 14.781  0.32
H29 10.418 13.128 13.895  0.46
H30 14.432 12.864 17.064  0.25
H31 14.502 12.357 18.816  0.15
H32 14.026 13.997 18.329  0.21
O13 23.712 16.981 25.687  -0.63
S5 23.948 16.496 24.348  1.17
O14 23.978 17.331 23.146  -0.46
O15 25.327 15.564 24.378  -0.41
C13 26.090 15.470 23.199  1.06
C14 27.494 14.977 23.455  -1.64
C15 22.642 15.189 23.996  -0.19
H33 26.052 16.455 22.733  -0.19
H34 25.578 14.766 22.542  -0.12
H35 27.477 14.031 23.996  0.40
H36 28.106 15.649 24.056  0.39
H37 28.120 14.752 22.591  0.36
H38 22.726 14.370 24.711  0.42
H39 22.853 14.781 23.007  -0.02
H40 21.657 15.654 23.978  -0.17
O16 18.028 20.864 26.670  -0.66
S6 17.715 19.423 26.509  0.81
O17 16.750 18.964 25.531  -0.28
O18 19.070 18.548 26.238  -0.07
C16 19.823 18.709 25.032  0.30
C17 21.248 18.972 25.525  -1.28
C18 17.377 18.682 28.153  -0.53
H41 19.495 19.520 24.381  0.49
H42 19.844 17.882 24.322  -0.38
H43 21.196 19.887 26.117  0.37
H44 21.998 19.197 24.767  0.38
H45 21.639 18.156 26.132  0.17
H46 16.346 18.957 28.377  0.51
H47 18.086 19.196 28.804  0.41
H48 17.605 17.629 27.992  -0.31
O19 13.996 14.516 20.743  -0.43
S7 13.896 14.217 22.163  1.10
O20 14.218 12.904 22.719  -0.59
O21 14.736 15.373 23.022  0.01
C19 15.097 15.006 24.382  0.69
C20 15.689 16.117 25.137  -0.79
C21 12.260 14.603 22.739  -1.12
H49 15.830 14.200 24.352  -0.73
H50 14.187 14.698 24.897  0.55
H51 15.050 17.000 25.156  0.15
H52 16.563 16.525 24.631  -0.10
H53 16.081 15.775 26.095  0.23
H54 11.960 15.394 22.052  0.32
H55 12.346 14.984 23.757  0.41
H56 11.567 13.762 22.697  0.36
O22 15.370 20.492 19.221  -0.65
S8 15.665 19.505 20.269  1.14
O23 16.999 19.530 20.904  -0.56
O24 14.462 19.592 21.377  -0.37
C22 14.777 19.220 22.734  0.47
C23 13.563 19.119 23.768  -1.47
C24 15.371 17.786 19.652  0.52
H57 15.505 19.892 23.189  0.32
H58 15.184 18.211 22.797  -0.13
H59 12.721 18.590 23.320  0.31
H60 13.315 20.168 23.926  0.45
H61 13.846 18.703 24.735  0.33
H62 16.072 17.581 18.843  -0.46
H63 14.316 17.701 19.389  0.52
H64 15.577 17.190 20.541  -0.36
O25 27.412 13.008 20.307  -0.64
S9 26.709 12.402 19.198  1.31
O26 26.842 13.034 17.865  -0.58
O27 27.152 10.837 19.035  -0.40
C25 26.843 10.082 17.853  0.55
C26 27.082 8.607 18.114  -1.36
C27 24.906 12.238 19.640  0.05
H65 27.503 10.431 17.059  0.23
H66 25.844 10.356 17.512  -0.12
H67 26.298 8.267 18.791  0.21
H68 28.032 8.239 18.501  0.35
H69 26.875 7.996 17.236  0.39
H70 24.283 12.094 18.757  -0.17
H71 24.612 13.083 20.263  0.26
H72 24.852 11.326 20.234  -0.16
O28 21.601 12.036 23.771  -0.67
S10 21.457 10.658 23.261  1.25
O29 20.057 10.098 23.049  -0.47
O30 22.424 10.438 21.941  0.26
C28 22.514 9.148 21.332  0.23
C29 23.863 8.479 21.540  -1.38
C30 22.265 9.500 24.447  -1.05
H73 22.279 9.336 20.285  -0.18
H74 21.779 8.463 21.755  0.36
H75 23.985 8.111 22.559  0.37
H76 24.646 9.213 21.350  0.19
H77 24.093 7.613 20.919  0.42
H78 23.351 9.544 24.371  0.36
H79 21.877 8.488 24.332  0.39
H80 21.958 9.785 25.454  0.07
O31 15.781 14.533 12.015  -0.58
S11 14.444 14.329 12.615  1.13
O32 13.633 13.174 12.216  -0.61
O33 14.563 14.395 14.242  -0.23
C31 15.610 15.028 14.891  -0.57
C32 16.671 13.968 15.273  -0.23
C33 13.474 15.862 12.330  -0.70
H81 15.193 15.502 15.779  0.50
H82 16.004 15.871 14.324  0.26
H83 17.249 14.369 16.106  -0.44
H84 17.406 14.011 14.469  0.08
H85 16.326 12.943 15.407  0.74
H86 13.957 16.676 12.871  0.18
H87 12.514 15.590 12.769  0.22
H88 13.291 16.086 11.279  0.39
C34 27.298 18.872 17.509  -1.99
C35 27.004 17.680 18.346  1.72
C36 27.137 18.166 19.848  -1.16
C37 25.900 18.860 20.442  -0.91
C38 24.641 18.033 20.181  -1.20
C39 24.397 17.664 18.719  2.07
N1 25.658 17.093 18.133  0.96
O34 25.503 16.681 16.881  -0.44
C40 23.225 16.626 18.885  -1.96
C41 23.841 18.935 17.968  -2.14
C42 27.937 16.452 18.196  -1.86
H89 26.917 19.846 17.818  0.30
H90 26.928 18.767 16.490  0.34
H91 28.373 18.981 17.365  0.49
H92 27.368 17.267 20.418  0.24
H93 27.995 18.826 19.977  0.36
H94 25.690 19.849 20.036  0.53
H95 26.056 18.995 21.512  0.46
H96 23.802 18.562 20.633  0.43
H97 24.830 17.176 20.828  -0.01
H98 22.253 16.985 19.226  0.99
H99 23.035 16.198 17.901  0.34
H100 23.565 15.845 19.565  0.28
H101 24.372 19.878 18.096  0.28
H102 23.858 18.859 16.881  0.46
H103 22.785 19.165 18.111  0.46
H104 27.807 15.732 19.004  0.24
H105 28.990 16.727 18.121  0.35
H106 27.686 15.928 17.273  0.44
H107 25.578 15.731 16.996  0.21
C43 18.758 17.649 16.869  -1.37
C44 18.483 19.019 16.302  2.02
C45 19.740 19.933 16.248  -1.70
C46 20.925 19.405 15.299  -0.02
C47 20.374 19.231 13.941  -1.92
C48 19.057 18.456 13.819  2.05
N2 18.072 18.734 14.879  0.09
O35 16.898 17.999 14.751  -0.22
C49 18.424 18.948 12.484  -2.06
C50 19.411 16.942 13.580  -1.22
C51 17.380 19.821 17.065  -2.05
H108 17.881 17.035 17.073  -0.03
H109 19.357 17.707 17.777  0.57
H110 19.423 17.058 16.239  0.11
H111 19.529 20.977 16.014  0.37
H112 20.091 19.965 17.279  0.60
H113 21.341 18.475 15.687  -0.08
H114 21.759 20.094 15.167  0.62
H115 21.146 18.728 13.358  0.45
H116 20.371 20.225 13.494  0.47
H117 19.114 19.016 11.643  0.41
H118 17.504 18.412 12.250  0.38
H119 17.908 19.907 12.493  0.52
H120 18.578 16.257 13.737  -0.26
H121 19.760 16.978 12.548  0.64
H122 20.180 16.376 14.107  0.02
H123 17.816 20.253 17.966  0.39
H124 16.571 19.128 17.296  0.31
H125 16.918 20.601 16.459  0.44
H126 16.342 18.566 14.212  0.30
C52 20.975 11.272 28.729  -1.76
C53 20.760 12.735 28.131  1.85
C54 20.214 12.512 26.741  -0.40
C55 19.633 13.791 26.118  1.44
C56 18.689 14.617 27.026  -0.98
C57 19.285 14.765 28.482  1.94
N3 19.815 13.461 28.948  0.16
O36 20.274 13.554 30.195  -0.54
C58 20.312 15.925 28.452  -1.24
C59 18.143 15.169 29.417  -1.47
C60 22.174 13.440 27.996  -1.42
H127 21.750 11.282 29.496  0.45
H128 21.194 10.497 27.995  0.10
H129 20.071 10.921 29.227  0.39
H130 20.970 12.189 26.025  -0.22
H131 19.511 11.687 26.860  -0.17
H132 19.120 13.611 25.173  -0.51
H133 20.499 14.354 25.770  -0.78
H134 17.720 14.118 27.027  0.67
H135 18.705 15.615 26.589  -0.20
H136 21.019 15.941 29.282  0.37
H137 20.956 15.886 27.574  -0.14
H138 19.876 16.912 28.298  0.32
H139 18.162 14.700 30.401  0.39
H140 18.259 16.226 29.658  0.32
H141 17.195 15.043 28.894  0.21
H142 22.737 13.695 28.894  0.27
H143 22.162 14.309 27.338  0.04
H144 22.793 12.754 27.418  0.49
H145 19.572 13.161 30.718  0.40
C61 25.823 13.628 13.593  -1.76
C62 24.367 13.496 14.082  1.79
C63 23.621 14.788 13.667  -0.78
C64 23.201 14.831 12.218  -0.98
C65 22.590 13.494 11.670  -1.14
C66 23.265 12.210 12.118  0.94
N4 23.741 12.267 13.512  1.58
O37 24.268 11.034 13.973  -0.65
C67 22.228 10.984 11.974  -1.11
C68 24.526 11.990 11.213  -1.81
C69 24.322 13.366 15.628  -0.12
H146 26.481 14.089 14.330  0.18
H147 25.940 14.290 12.735  0.41
H148 26.383 12.744 13.288  0.40
H149 22.762 14.988 14.307  -0.13
H150 24.286 15.620 13.899  0.43
H151 24.016 15.094 11.545  0.37
H152 22.466 15.625 12.087  0.37
H153 22.584 13.544 10.581  0.49
H154 21.550 13.394 11.981  0.42
H155 21.719 10.850 12.929  -0.07
H156 21.364 11.163 11.334  0.36
H157 22.704 10.014 11.828  0.38
H158 24.874 11.030 11.596  0.39
H159 24.085 11.776 10.239  0.46
H160 25.390 12.653 11.272  0.31
H161 23.259 13.562 15.770  0.29
H162 25.087 13.903 16.188  -1.24
H163 24.459 12.323 15.913  0.07
H164 23.490 10.612 14.345  0.28
C70 18.888 16.451 21.760  -1.56
C71 18.975 15.035 21.256  3.41
C72 17.603 14.659 20.591  0.69
C73 17.636 13.376 19.685  0.32
C74 18.696 13.534 18.635  0.16
C75 20.131 13.791 19.320  2.60
N5 20.043 14.905 20.228  0.59
O38 21.299 15.156 20.889  0.27
C76 20.644 12.448 19.879  -0.50
C77 21.055 14.157 18.132  -0.85
C78 19.078 14.096 22.477  0.04
H165 18.125 16.542 22.534  -0.31
H166 18.688 17.136 20.936  0.41
H167 19.827 16.792 22.196  -0.32
H168 16.927 14.367 21.395  -0.60
H169 17.124 15.448 20.011  -0.29
H170 16.715 13.080 19.183  -0.42
H171 17.908 12.547 20.338  -1.08
H172 18.635 14.396 17.969  -0.63
H173 18.739 12.637 18.017  0.03
H174 19.988 12.045 20.651  -0.27
H175 20.689 11.654 19.134  -0.23
H176 21.597 12.389 20.405  0.03
H177 20.873 15.218 17.960  0.19
H178 22.110 13.887 18.188  -0.27
H179 20.808 13.626 17.213  -0.72
H180 18.491 14.364 23.355  -0.17
H181 20.113 14.252 22.778  -0.46
H182 18.999 13.011 22.399  -0.34
H183 21.620 15.962 20.478  -0.44


Entry 3:
The molecule C4H9N3O at a distorted geometry, computed with ωB97M-V/def2-TZVPD.

The value obtained for the HOMO energy (alpha / beta) is -0.281 / -0.282 Eh. The value obtained for the total energy is -397.13286 Eh. Its orbital gap (alpha / beta) is 8.1 / 8.3 eV.

Each line ends with the natural charge from an NBO analysis.
Cartesian coordinates (Å):
C1 -1.930 1.124 -0.771  -0.67
C2 -0.286 -0.618 0.407  0.21
C3 -0.642 0.603 -0.254  0.07
N1 1.473 -0.369 1.880  -0.60
N2 1.826 0.041 -0.928  -0.84
C4 0.411 -0.195 -0.923  -0.09
O1 -0.896 -1.879 0.522  -0.70
N3 0.239 0.063 1.520  -0.22
H1 -1.518 -1.840 1.259  0.47
H2 1.877 -1.194 1.449  0.39
H3 1.932 0.205 2.574  0.38
H4 2.066 0.814 -0.317  0.37
H5 2.153 0.252 -1.862  0.36
H6 0.115 -0.764 -1.811  0.19
H7 -2.643 1.286 0.040  0.22
H8 -1.795 2.062 -1.313  0.22
H9 -2.383 0.408 -1.471  0.22


Entry 4:
A cluster of 2 separate species, C3H5IN2O in total at a distorted geometry, computed with ωB97M-V/def2-TZVPD.

The value obtained for the HOMO energy is -0.349 Eh. The SMILES is O/N=C/I.C=C=N. The value obtained for the total energy is -599.56407 Eh. Its orbital gap is 9.7 eV.

Each line ends with the natural charge from an NBO analysis.
Cartesian coordinates (Å):
O1 1.489 -0.430 1.771  -0.57
N1 2.209 -0.679 0.607  -0.12
C1 1.590 -1.335 -0.259  -0.11
I1 2.576 -1.665 -2.115  0.12
H1 0.529 -0.027 1.532  0.45
H2 0.557 -1.597 -0.333  0.19
C2 -0.520 0.457 0.463  -0.73
C3 0.089 0.441 -0.719  0.45
N2 0.168 0.631 -1.896  -0.59
H3 -0.767 -0.303 1.063  0.24
H4 -0.789 1.432 0.795  0.26
H5 1.115 0.930 -2.300  0.40